56
Properties=species:S:1:pos:R:3:lowdin_spin:R:1 method="wB97M-V/def2-TZVPD" homo_ev="-4.04 / -4.02" gap_ev="6.480 / 6.451" multiplicity=2 e_above_lowest_kj_mol=36.4 total_charge=-1
Cu 0.13723 0.33368 -0.36009 0.7463
O -0.09497 -0.71402 5.53831 -0.0005
C -0.04837 -0.30752 4.23841 -0.0009
C -1.20137 0.06358 3.54561 0.0006
C -1.07117 0.45808 2.22291 0.0002
N 0.11603 0.49288 1.65251 0.0184
C 1.21783 0.10018 2.26301 0.0004
C 1.18713 -0.29622 3.58851 0.0007
C 2.43103 0.08648 1.31011 0.0046
O 3.54933 -0.03002 1.79381 0.0056
O 2.12723 0.21118 0.09001 0.0659
C -2.19467 0.81198 1.23051 0.0040
O -3.32037 1.03688 1.66021 0.0055
O -1.82237 0.83748 0.02301 0.0593
H -1.01347 -0.75172 5.83221 0.0000
H -2.17757 0.03578 4.01061 0.0003
H 2.08773 -0.61182 4.08761 0.0003
C -0.14347 6.77508 -1.03629 -0.0001
C 0.04793 5.29608 -0.89559 -0.0004
C 0.48093 4.71618 0.28971 0.0004
C 0.64113 3.34138 0.35551 0.0001
N 0.39693 2.53828 -0.66809 0.0114
C -0.01767 3.07858 -1.80359 0.0003
C -0.19897 4.44088 -1.96509 0.0006
H -0.05597 7.27368 -0.07389 0.0000
H -1.12447 6.98888 -1.45829 0.0000
H 0.60773 7.18658 -1.71109 0.0000
H 0.69913 5.32668 1.15341 0.0001
H 0.98693 2.86818 1.26331 0.0000
H -0.20817 2.38898 -2.61219 -0.0002
H -0.52327 4.83968 -2.91479 0.0001
C -2.93957 -1.55932 -1.78279 -0.0005
Si -1.57697 -2.42452 -0.76659 0.0053
C -2.11567 -2.60492 1.07231 -0.0005
C -1.52157 -4.24082 -1.40809 0.0027
N -0.12417 -1.55502 -1.09159 0.0515
C 1.07303 -2.12352 -1.41559 0.0021
C 1.92273 -1.47922 -2.33349 0.0052
C 3.12213 -2.03812 -2.70869 -0.0006
C 3.52783 -3.25962 -2.18959 0.0063
C 2.71003 -3.90472 -1.27579 -0.0004
C 1.51123 -3.34702 -0.88559 0.0061
H -3.92197 -1.98722 -1.60519 -0.0001
H -2.72737 -1.61502 -2.84699 0.0000
H -2.96787 -0.51342 -1.50259 -0.0001
H -2.60387 -3.55862 1.26861 -0.0001
H -2.81857 -1.82332 1.33961 0.0000
H -1.26427 -2.52382 1.74421 0.0000
H -2.48927 -4.54192 -1.79789 0.0003
H -1.25417 -4.94762 -0.62789 0.0001
H -0.79467 -4.34132 -2.20489 0.0000
H 1.61093 -0.52362 -2.72849 -0.0003
H 3.76163 -1.51772 -3.40879 -0.0002
H 4.46803 -3.70132 -2.49219 0.0005
H 3.02433 -4.85072 -0.85299 -0.0002
H 0.89013 -3.83362 -0.14959 0.0002